[1]
33
Properties=species:S:1:pos:R:3:lowdin_charge:R:1 method="wB97M-V/def2-TZVPD" smiles=COc1ccc(OCCCn2ccnc2)cc1 relative_energy_kcal_mol=48.8 homo_energy_ha=-0.290 gap_ev=8.699
C -5.3614 -1.1748 -0.2827 -0.097
H -5.6992 -0.6725 0.6298 0.095
O -4.0100 -1.5515 -0.1961 -0.091
C -3.0741 -0.5726 -0.0185 -0.284
C -3.3447 0.7890 0.0672 -0.021
C -2.3112 1.6892 0.2417 -0.002
C -0.9901 1.2626 0.3379 -0.270
C -0.7202 -0.1002 0.2555 -0.013
C -1.7529 -1.0000 0.0798 0.005
H -1.5472 -2.0567 0.0172 0.120
H 0.2828 -0.4887 0.3342 0.095
O -0.0620 2.2543 0.5267 -0.049
C 1.3060 1.9266 0.4828 -0.198
C 1.7936 1.6783 -0.9504 -0.137
H 1.7948 2.6208 -1.4990 0.120
H 1.0941 1.0025 -1.4475 0.110
C 3.1980 1.0677 -0.9812 -0.140
N 3.2093 -0.2464 -0.3989 -0.104
C 3.6674 -0.6052 0.8248 -0.194
N 3.4521 -1.8639 1.0840 0.056
C 2.8191 -2.3599 -0.0109 -0.160
C 2.6560 -1.3745 -0.9406 -0.088
H 2.2136 -1.3797 -1.9157 0.117
H 2.5235 -3.3883 -0.0586 0.092
H 4.1570 0.0825 1.4858 0.124
H 3.8940 1.6968 -0.4198 0.129
H 3.5437 1.0020 -2.0180 0.129
H 1.5193 1.0586 1.1197 0.115
H 1.8162 2.7960 0.9080 0.133
H -2.5140 2.7463 0.3109 0.119
H -4.3534 1.1641 -0.0008 0.103
H -5.5447 -0.5241 -1.1444 0.094
H -5.9182 -2.1022 -0.4090 0.092

[2]
15
Properties=species:S:1:pos:R:3:lowdin_charge:R:1 method="wB97M-V/def2-TZVPD" relative_energy_kcal_mol=63.8 homo_energy_ha=-0.237 gap_ev=7.534
C -1.6071 -1.1995 -0.0083 -0.038
N -0.3809 -0.6586 0.0001 -0.159
C 0.8082 -1.2179 0.2265 -0.098
C 1.8519 -0.1668 0.4029 -0.185
C 1.1136 1.0693 -0.0120 -0.028
C -0.1603 0.7593 -0.2661 -0.302
N -1.2023 1.5270 -0.7543 0.116
H -2.4592 -0.5387 0.0579 0.031
H -1.6811 -2.2273 0.3230 0.050
H 2.1712 -0.1187 1.4557 0.114
H 0.8613 -2.2550 0.5219 0.113
H 2.7619 -0.3103 -0.1922 0.111
H 1.5535 2.0494 -0.1423 0.109
H -2.0361 1.0231 -1.0177 0.070
H -1.3893 2.3895 -0.2673 0.098

[3]
8
Properties=species:S:1:pos:R:3:lowdin_charge:R:1 method="wB97M-V/def2-TZVPD" relative_energy_kcal_mol=8.1 homo_energy_ha="-0.273 / -0.442" gap_ev="8.083 / 10.059" multiplicity=3 s_squared=2.00
C -1.7914 -0.8662 0.2030 -0.510
C 1.0197 0.8069 -0.2486 -0.122
C 1.6052 -0.4474 -0.5556 -0.012
O -1.7608 -0.7025 -0.8991 0.236
O -1.6519 -1.0820 1.3005 0.238
O 1.0465 -0.3574 0.6034 -0.040
H 1.6161 1.5412 0.1762 0.071
H -0.0835 1.1074 -0.5799 0.141

[4]
14
Properties=species:S:1:pos:R:3:lowdin_charge:R:1 method="wB97M-V/def2-TZVPD" relative_energy_kcal_mol=128.2 homo_energy_ha=-0.329 gap_ev=9.462
O 3.0170 0.5504 0.8627 -0.023
C 1.8892 0.1000 0.9342 -0.454
N 1.1893 -0.5127 -0.4498 0.042
C 0.4803 0.6200 -0.4508 -0.219
C -1.0229 0.7216 -0.5907 -0.160
C -1.7482 -0.5212 -0.3263 -0.144
C -2.3515 -1.5460 -0.1399 0.127
H 1.4867 -0.6598 1.6262 0.144
H 0.6063 -1.3285 -0.2564 0.095
H 1.0342 1.5104 -0.7508 0.140
H 0.9342 0.9402 1.0931 0.157
H -1.3917 1.5287 0.0527 0.128
H -1.2174 1.0429 -1.6240 0.133
H -2.9052 -2.4461 0.0197 0.034

[5]
10
Properties=species:S:1:pos:R:3:lowdin_charge:R:1 method="wB97M-V/def2-TZVPD" smiles="CC(=S)N=S(=O)=O" relative_energy_kcal_mol=73.3 homo_energy_ha=-0.322 gap_ev=7.277
C -0.1044 -0.1355 -0.3553 -0.901
C -1.0654 0.5096 -1.3595 -0.100
N -0.1454 0.1082 0.9538 -0.166
O 0.7246 -0.0691 3.2220 -0.265
O 2.3246 -0.8782 1.4870 -0.304
S 1.0528 -1.1180 -0.9676 0.742
S 1.0438 -0.3624 1.8529 0.789
H -0.4782 1.2350 -1.7860 0.045
H -2.0450 0.7590 -0.8321 0.110
H -1.3075 -0.0486 -2.2151 0.050

[6]
91
Properties=species:S:1:pos:R:3:lowdin_charge:R:1 method="wB97M-V/def2-TZVPD" smiles="O=C1C[C@@](CCCCn2cccc2)(C(F)(F)C(F)(F)F)[C@H](O)N1.COC[C@@H](C)N.COC[C@@H](C)N.COC[C@@H](C)N" homo_energy_ha=-0.290 gap_ev=8.224
O -1.3573 1.4937 0.3228 0.069
C -0.5795 0.6363 0.6500 -0.425
C -0.1249 -0.5932 -0.2586 -0.021
C 0.5725 -1.5501 0.8098 -0.225
C -0.4962 -2.2851 1.7050 -0.097
C -1.9390 -2.3504 1.0881 -0.176
C -2.9660 -3.1777 1.9769 -0.155
C -3.9194 -2.2719 2.8320 -0.145
N -4.9096 -1.5201 2.0522 -0.139
C -6.2504 -1.9299 1.9843 -0.108
C -6.9857 -0.9843 1.1924 -0.096
C -6.0320 0.0724 0.7314 -0.064
C -4.7897 -0.3523 1.3207 -0.112
C 1.5363 -2.3903 -0.0847 -0.303
F 2.4298 -1.6337 -0.8156 0.101
F 0.7378 -3.0657 -1.0158 0.085
C 2.3811 -3.5094 0.6692 -0.436
F 2.1309 -4.7241 0.1042 0.142
F 2.2466 -3.5205 2.0114 0.155
F 3.7226 -3.2628 0.4223 0.102
C 1.2966 -0.3770 1.6053 -0.329
O 2.1892 -0.7185 2.6396 0.029
N 0.1623 0.5245 1.8795 0.135
H 0.5641 -0.0633 -0.9784 0.129
H -0.8782 -1.0351 -0.9475 0.125
H -0.5641 -1.7658 2.6973 0.134
H -0.2013 -3.3483 1.9381 0.124
H -1.8936 -2.7831 0.0528 0.120
H -2.3548 -1.3138 1.0294 0.081
H -2.3376 -3.7750 2.7014 0.110
H -3.5253 -3.9323 1.3599 0.118
H -4.4990 -2.9425 3.5222 0.125
H -3.3260 -1.5242 3.4219 0.136
H -6.7106 -2.8160 2.4758 0.113
H -8.0639 -0.9528 0.9371 0.083
H -6.2336 0.9703 0.1192 0.080
H -3.8420 0.2218 1.1828 0.107
H 1.8822 0.1606 0.7987 0.160
H 3.0537 -0.3427 2.4047 0.106
H 0.4032 1.4484 2.2442 0.145
C 2.5481 3.4426 -1.6304 -0.068
C 1.0766 3.2216 -1.2930 -0.425
C 0.1049 3.9453 -2.2436 -0.198
O 0.0000 5.3443 -2.0284 -0.185
C 1.0511 6.1111 -2.5889 -0.107
N 0.8453 3.6035 0.1046 0.050
H 2.9110 4.4183 -1.3058 0.065
H 3.1675 2.6944 -1.1305 0.071
H 2.7239 3.3544 -2.7056 0.080
H 0.8813 2.1479 -1.3893 0.113
H -0.8977 3.5455 -2.0652 0.117
H 0.3405 3.7337 -3.2947 0.121
H 1.4058 5.6922 -3.5351 0.091
H 1.8766 6.1992 -1.8792 0.074
H 0.6722 7.1169 -2.7754 0.088
H -0.1096 3.3538 0.3559 0.048
H 0.8489 4.6212 0.1460 0.074
C -5.1272 2.6864 -5.3744 -0.075
C -6.0085 2.6048 -4.1323 -0.430
C -5.2198 2.4215 -2.8216 -0.206
O -4.7136 1.1122 -2.6150 -0.196
C -3.5229 0.8206 -3.3226 -0.101
N -6.9977 1.5370 -4.3198 0.037
H -4.7632 1.7097 -5.6956 0.063
H -5.6914 3.1024 -6.2114 0.075
H -4.2624 3.3325 -5.2027 0.077
H -6.5457 3.5564 -4.0548 0.135
H -5.9059 2.6047 -1.9889 0.114
H -4.4167 3.1641 -2.7297 0.119
H -2.8682 1.6935 -3.4030 0.085
H -3.7575 0.4284 -4.3147 0.075
H -2.9919 0.0370 -2.7792 0.080
H -7.6512 1.5548 -3.5401 0.071
H -6.5115 0.6488 -4.2074 0.070
C 6.2596 -3.6973 2.8134 -0.067
C 6.5165 -2.3070 2.2412 -0.429
C 7.9796 -2.0680 1.8230 -0.205
O 8.8748 -1.8482 2.9025 -0.190
C 9.3021 -3.0243 3.5674 -0.107
N 6.0630 -1.2994 3.2096 0.041
H 6.6013 -3.7993 3.8442 0.066
H 5.1895 -3.9140 2.8151 0.065
H 6.7530 -4.4666 2.2142 0.082
H 5.9030 -2.2115 1.3391 0.121
H 8.0125 -1.1523 1.2249 0.121
H 8.3474 -2.8737 1.1752 0.120
H 9.4146 -3.8670 2.8794 0.091
H 8.6076 -3.2796 4.3704 0.074
H 10.2705 -2.8192 4.0259 0.087
H 6.1369 -0.3789 2.7815 0.071
H 6.7478 -1.2706 3.9630 0.071

[7]
74
Properties=species:S:1:pos:R:3:lowdin_charge:R:1 method="wB97M-V/def2-TZVPD" relative_energy_kcal_mol=0.7 homo_energy_ha=-0.281 gap_ev=6.322
Ta 1.6144 0.6385 0.3032 1.305
Se 4.1604 1.0380 0.6430 0.172
Se 5.0891 -0.6356 2.0362 -0.134
Te 4.4688 -2.4726 0.4715 0.353
Se 2.0351 -1.8629 0.6429 -0.031
O -2.3661 1.1832 -0.0042 0.060
C -1.6391 0.3326 0.4657 -0.633
O -0.3421 0.3395 0.1988 -0.309
C -2.1929 -0.7342 1.3763 -0.244
P -1.3115 -2.3639 1.3140 1.027
C -1.5620 -2.8713 -0.4329 -0.389
C -0.7940 -3.9536 -0.8655 -0.116
C -0.8646 -4.4005 -2.1750 -0.079
C -1.6963 -3.7589 -3.0829 -0.089
C -2.4648 -2.6828 -2.6673 -0.084
C -2.4022 -2.2433 -1.3506 -0.095
C -2.5738 -3.3889 2.1671 -0.379
C -3.7685 -3.7895 1.5699 -0.087
C -4.6911 -4.5393 2.2825 -0.082
C -4.4324 -4.8935 3.6007 -0.088
C -3.2464 -4.5020 4.2022 -0.086
C -2.3184 -3.7586 3.4849 -0.107
H -3.2598 -0.8191 1.1728 0.096
H -2.0953 -0.3680 2.4033 0.104
H -0.1215 -4.4389 -0.1670 0.097
H -0.2619 -5.2426 -2.4907 0.104
H -1.7457 -4.0992 -4.1096 0.101
H -3.1257 -2.1850 -3.3668 0.103
H -3.0331 -1.4171 -1.0528 0.100
H -3.9718 -3.5229 0.5392 0.099
H -5.6138 -4.8500 1.8092 0.103
H -5.1538 -5.4795 4.1553 0.102
H -3.0382 -4.7811 5.2269 0.103
H -1.3834 -3.4658 3.9489 0.098
N -0.5030 1.4102 -2.3811 0.184
C 0.4607 0.5662 -2.8138 -0.351
C 0.5095 0.2397 -4.1858 -0.009
C 1.5037 -0.5608 -4.6659 -0.050
C 2.4646 -1.0532 -3.7760 -0.055
C 2.3519 -0.7155 -2.4584 -0.205
N 1.3752 0.0836 -1.9534 -0.053
H -1.2318 1.6295 -3.0379 0.116
H -0.8003 1.3946 -1.4170 0.040
H -0.2601 0.6365 -4.8348 0.115
H 1.5401 -0.8145 -5.7173 0.114
H 3.2813 -1.6805 -4.0998 0.111
H 3.0884 -1.0585 -1.7484 -0.006
C -0.4852 3.1419 2.2707 -0.069
N 0.3108 3.0956 1.0437 -0.281
C -0.4722 3.7626 -0.0095 -0.076
C 1.5770 3.8126 1.2215 -0.182
C 2.3342 3.7180 -0.0703 -0.296
C 2.8816 4.8621 -0.6299 -0.036
C 3.5466 4.8104 -1.8460 -0.068
C 3.6534 3.5957 -2.5022 -0.076
C 3.1031 2.4541 -1.9379 -0.166
C 2.4126 2.4674 -0.7168 -0.419
H -1.3888 2.5479 2.1461 0.087
H -0.7773 4.1745 2.5004 0.102
H 0.0809 2.7721 3.1190 0.054
H -1.4343 3.2687 -0.1098 0.071
H 0.0555 3.7321 -0.9575 0.078
H -0.6402 4.8145 0.2587 0.101
H 2.1350 3.3412 2.0362 0.112
H 1.4082 4.8619 1.5005 0.130
H 2.7810 5.8054 -0.1059 0.114
H 3.9729 5.7085 -2.2738 0.105
H 4.1770 3.5256 -3.4470 0.105
H 3.2497 1.5245 -2.4718 0.079
N 1.7066 3.2161 5.9204 0.114
C 1.6614 2.2185 5.3417 -0.376
N 1.5898 1.0370 4.7335 0.120
C 1.4971 0.9251 3.4903 -0.312
N 1.3857 0.7175 2.3360 -0.063